(1)
C41H91F3N9O14PS | wB97M-V/def2-TZVPD

Summary:
HOMO-LUMO gap: 8.5 eV
HOMO: -8.3490 eV
SMILES: CCSCO[P@](=O)(OCCCCCCCOC)OCCC(F)(F)F.CN(C)C=O.CN(C)C=O.CN(C)C=O.CN(C)C=O.CN(C)C=O.CN(C)C=O.CN(C)C=O.CN(C)C=O.CN(C)C=O

ORCA input file:
```
! wB97M-V def2-TZVPD RIJCOSX def2/J DEFGRID3
* xyz 0 1
C -2.500 -8.106 -3.083
C -1.172 -8.000 -2.356
S -1.358 -6.873 -0.955
C 0.304 -6.147 -0.816
O 0.124 -4.846 -0.268
P 0.843 -3.632 -1.017
O 2.163 -4.012 -1.533
O 0.813 -2.482 0.039
C 1.895 -2.524 1.021
C 1.464 -1.710 2.216
C 1.569 -0.197 1.962
C 2.694 0.490 2.741
C 2.397 1.983 2.966
C 2.285 2.341 4.452
C 1.368 3.539 4.704
O 0.104 3.148 5.199
C -0.888 2.989 4.182
O -0.134 -3.033 -2.113
C -0.812 -3.950 -2.972
C -1.716 -3.149 -3.905
C -1.851 -3.860 -5.227
F -2.855 -3.359 -5.978
F -2.127 -5.186 -5.051
F -0.701 -3.798 -5.937
H -2.833 -7.127 -3.415
H -3.273 -8.551 -2.462
H -2.402 -8.748 -3.956
H -0.900 -8.982 -1.981
H -0.426 -7.667 -3.074
H 0.938 -6.750 -0.175
H 0.763 -6.134 -1.800
H 2.769 -2.062 0.576
H 2.090 -3.552 1.312
H 2.093 -1.992 3.058
H 0.436 -1.941 2.488
H 1.712 0.001 0.900
H 0.635 0.268 2.272
H 3.615 0.414 2.162
H 2.889 -0.018 3.681
H 1.435 2.189 2.500
H 3.182 2.594 2.536
H 3.274 2.601 4.813
H 1.962 1.496 5.054
H 1.289 4.158 3.806
H 1.833 4.171 5.464
H -0.498 3.213 3.189
H -1.235 1.958 4.182
H -1.716 3.670 4.372
H -1.419 -4.645 -2.396
H -0.108 -4.537 -3.561
H -1.261 -2.174 -4.058
H -2.698 -3.001 -3.468
C 5.201 1.367 6.400
O 4.898 0.892 5.324
N 6.448 1.730 6.747
C 6.754 2.296 8.044
C 7.514 1.552 5.775
H 4.456 1.556 7.192
H 7.174 3.297 7.928
H 7.478 1.667 8.568
H 5.849 2.363 8.644
H 7.291 2.125 4.874
H 7.598 0.500 5.501
H 8.454 1.894 6.202
C -0.051 4.745 9.139
O 0.367 4.741 10.282
N 0.103 5.765 8.276
C -0.417 5.715 6.921
C 0.816 6.947 8.722
H -0.601 3.893 8.707
H 0.403 5.816 6.209
H -1.128 6.530 6.765
H -0.915 4.767 6.742
H 1.830 6.683 9.024
H 0.311 7.388 9.583
H 0.855 7.672 7.913
C -6.892 -6.905 -3.129
O -6.688 -7.085 -1.946
N -6.316 -5.938 -3.868
C -6.597 -5.776 -5.279
C -5.380 -5.027 -3.228
H -7.584 -7.539 -3.711
H -5.679 -5.886 -5.861
H -7.017 -4.785 -5.468
H -7.311 -6.530 -5.605
H -4.547 -5.592 -2.806
H -5.878 -4.496 -2.417
H -5.008 -4.309 -3.954
C 3.895 1.423 -1.215
O 3.843 1.854 -0.077
N 4.820 0.556 -1.656
C 4.835 0.071 -3.022
C 5.835 0.091 -0.723
H 3.167 1.714 -1.990
H 4.726 -1.015 -3.036
H 5.776 0.339 -3.507
H 4.014 0.515 -3.583
H 5.365 -0.409 0.124
H 6.408 0.937 -0.340
H 6.503 -0.601 -1.229
C 5.661 4.167 2.129
O 6.126 4.167 3.255
N 5.863 5.150 1.228
C 5.295 5.106 -0.106
C 6.683 6.285 1.614
H 5.035 3.347 1.743
H 6.099 5.118 -0.846
H 4.647 5.971 -0.266
H 4.708 4.198 -0.232
H 7.683 5.949 1.890
H 6.246 6.788 2.477
H 6.750 6.983 0.783
C 2.237 0.467 -5.694
O 2.412 1.666 -5.777
N 1.797 -0.318 -6.695
C 1.614 -1.747 -6.524
C 1.501 0.292 -7.980
H 2.430 -0.095 -4.763
H 2.253 -2.289 -7.223
H 0.576 -2.014 -6.713
H 1.876 -2.038 -5.509
H 2.393 0.775 -8.380
H 0.728 1.052 -7.865
H 1.160 -0.472 -8.674
C -2.845 0.184 2.702
O -1.817 0.089 3.342
N -2.942 -0.021 1.374
C -4.197 0.113 0.666
C -1.744 -0.387 0.631
H -3.805 0.459 3.170
H -4.455 -0.833 0.185
H -4.102 0.886 -0.101
H -4.992 0.391 1.355
H -1.328 -1.317 1.021
H -0.987 0.390 0.732
H -1.993 -0.516 -0.419
C -5.120 4.408 3.153
O -4.094 4.317 3.795
N -5.218 4.198 1.824
C -6.474 4.336 1.116
C -4.024 3.825 1.081
H -6.082 4.686 3.616
H -6.746 3.390 0.641
H -6.391 5.106 0.347
H -7.263 4.618 1.810
H -3.618 2.893 1.477
H -3.264 4.600 1.188
H -4.271 3.700 0.030
C -6.177 -1.827 -5.921
O -5.341 -2.244 -5.140
N -6.111 -1.974 -7.254
C -7.136 -1.459 -8.141
C -4.967 -2.674 -7.819
H -7.078 -1.286 -5.587
H -7.584 -2.275 -8.712
H -6.704 -0.738 -8.837
H -7.915 -0.967 -7.563
H -4.918 -3.690 -7.425
H -4.044 -2.162 -7.549
H -5.061 -2.709 -8.901
*
```

(2)
C41H93BMgN2O31 | wB97M-V/def2-TZVPD

Summary:
HOMO-LUMO gap: 8.2 eV
Energy relative to the best compared isomer or geometry (same formula, charge and spin): 0.00 kcal per mole
HOMO: -8.5866 eV

ORCA input file:
```
! wB97M-V def2-TZVPD RIJCOSX def2/J DEFGRID3
* xyz 0 1
Mg -3.573 -4.070 -2.500
O 1.326 2.423 -0.208
C 0.480 1.645 0.073
O -0.394 1.082 -0.733
B -1.281 0.173 -0.020
O -0.737 0.139 1.353
C 0.191 1.096 1.503
O 0.739 1.403 2.516
O -1.253 -1.178 -0.683
C -2.488 -1.542 -0.922
O -2.844 -2.581 -1.425
C -3.442 -0.412 -0.485
O -2.694 0.563 -0.005
O -4.610 -0.461 -0.661
N -5.787 -1.931 -3.204
O -5.274 -1.063 -3.941
O -5.106 -3.002 -2.947
O -6.911 -1.829 -2.747
C 2.402 -1.023 -1.437
N 1.988 -1.846 -2.615
O 2.037 -3.051 -2.487
O 1.659 -1.284 -3.618
H 3.157 -1.602 -0.922
H 1.514 -0.899 -0.827
H 2.799 -0.099 -1.842
C -1.678 -2.406 -4.264
O -2.648 -3.414 -4.092
C -3.158 -3.944 -5.307
C -3.663 -5.365 -5.070
O -4.137 -5.549 -3.737
C -4.647 -6.861 -3.535
H -1.017 -2.372 -3.398
H -2.127 -1.414 -4.357
H -1.012 -2.538 -5.120
H -2.369 -3.975 -6.060
H -3.955 -3.315 -5.715
H -2.774 -6.011 -5.167
H -4.385 -5.724 -5.804
H -5.541 -6.966 -4.150
H -4.966 -6.956 -2.499
H -3.861 -7.599 -3.705
C 1.852 -2.691 4.431
O 1.984 -3.247 3.147
C 1.381 -2.510 2.110
C 1.476 -3.263 0.825
O 0.879 -4.558 0.858
C 1.762 -5.578 1.265
H 2.698 -2.974 5.053
H 0.944 -3.117 4.886
H 1.685 -1.614 4.553
H 1.894 -1.535 2.008
H 0.373 -2.188 2.409
H 2.486 -3.331 0.419
H 0.819 -2.777 0.100
H 2.128 -5.473 2.287
H 2.618 -5.695 0.586
H 1.239 -6.540 1.224
C 4.588 3.443 -0.078
O 5.578 3.196 -1.050
C 6.186 4.352 -1.540
C 6.743 4.121 -2.918
O 7.838 3.222 -2.870
C 8.416 3.049 -4.144
H 5.055 3.935 0.792
H 4.199 2.486 0.257
H 3.779 4.104 -0.407
H 6.902 4.828 -0.860
H 5.411 5.124 -1.706
H 7.100 5.094 -3.291
H 5.966 3.711 -3.575
H 8.921 3.948 -4.524
H 7.602 2.784 -4.830
H 9.176 2.273 -4.099
C 1.657 6.550 0.272
O 1.795 6.717 1.654
C 2.000 5.519 2.341
C 0.776 4.634 2.464
O -0.334 5.363 2.957
C -1.476 4.580 3.018
H 0.756 5.996 -0.040
H 2.490 6.017 -0.209
H 1.548 7.536 -0.180
H 2.356 5.705 3.356
H 2.773 4.910 1.851
H 0.908 3.808 3.172
H 0.532 4.221 1.476
H -1.810 4.169 2.055
H -2.304 5.088 3.506
H -1.283 3.693 3.654
C -1.272 -0.210 10.556
O -1.395 0.238 9.236
C -0.684 1.448 9.018
C -0.776 1.837 7.558
O -0.264 0.822 6.746
C -0.301 1.184 5.398
H -1.760 0.459 11.269
H -0.239 -0.432 10.855
H -1.761 -1.187 10.575
H 0.357 1.159 9.219
H -1.090 2.295 9.580
H -0.238 2.778 7.405
H -1.853 1.961 7.368
H 0.265 2.092 5.159
H -1.317 1.373 5.022
H 0.082 0.349 4.818
C -7.917 0.572 -0.124
O -8.196 0.329 -1.476
C -7.596 1.319 -2.273
C -8.249 1.362 -3.665
O -8.433 0.062 -4.144
C -8.929 0.116 -5.444
H -8.258 -0.293 0.441
H -8.495 1.446 0.217
H -6.868 0.799 0.079
H -6.545 1.053 -2.462
H -7.600 2.309 -1.802
H -7.477 1.814 -4.307
H -9.112 2.034 -3.576
H -8.155 0.500 -6.128
H -9.821 0.732 -5.616
H -9.163 -0.893 -5.784
C 1.879 4.150 -3.220
O 2.678 4.158 -4.374
C 3.318 2.916 -4.583
C 4.247 3.056 -5.759
O 4.996 1.862 -5.867
C 5.928 1.865 -6.917
H 0.893 3.710 -3.443
H 1.723 5.115 -2.743
H 2.261 3.468 -2.445
H 2.579 2.117 -4.719
H 3.916 2.694 -3.687
H 4.872 3.951 -5.604
H 3.743 3.253 -6.720
H 5.416 1.570 -7.839
H 6.723 1.152 -6.696
H 6.458 2.816 -7.052
C -5.750 -4.605 -0.264
O -4.464 -4.815 -0.821
C -3.507 -5.306 0.112
C -2.372 -5.971 -0.658
O -2.188 -5.331 -1.921
C -0.898 -5.593 -2.475
H -5.718 -4.012 0.649
H -6.264 -5.560 -0.084
H -6.408 -4.135 -0.995
H -3.953 -6.004 0.822
H -3.122 -4.465 0.701
H -2.691 -7.010 -0.844
H -1.469 -6.027 -0.058
H -0.642 -4.855 -3.234
H -0.924 -6.568 -2.969
H -0.126 -5.534 -1.718
C 6.147 0.624 6.111
O 4.917 0.426 6.776
C 3.764 0.406 5.938
C 3.497 1.700 5.209
O 4.409 1.991 4.170
C 4.259 1.197 3.019
H 6.351 -0.151 5.363
H 6.945 0.644 6.851
H 6.132 1.605 5.635
H 2.920 0.150 6.585
H 3.898 -0.530 5.374
H 3.494 2.535 5.905
H 2.496 1.624 4.759
H 5.053 1.482 2.332
H 3.279 1.354 2.547
H 4.339 0.122 3.231
*
```

(3)
C41H93N5O10PS | wB97M-V/def2-TZVPD

Summary:
HOMO-LUMO gap: 7.0 eV
HOMO: -4.8613 eV

ORCA input file:
```
! wB97M-V def2-TZVPD RIJCOSX def2/J DEFGRID3
* xyz -1 1
C 1.183 2.452 6.101
C 2.714 2.055 6.199
O 3.418 2.097 4.966
C 2.738 1.377 3.924
C 3.681 1.050 2.693
O 3.463 2.044 1.678
C 3.389 1.477 0.370
C 1.979 0.875 0.012
O 0.948 1.888 -0.020
C -0.313 1.255 -0.317
C -1.367 1.398 0.863
C -0.730 1.247 2.292
P -1.881 1.820 3.712
N -3.369 2.108 3.250
O -0.131 -0.052 2.559
S -1.088 -1.297 2.053
O -0.484 -1.869 0.826
O -1.152 -2.409 3.026
C -2.803 -0.718 1.625
C -3.652 -1.913 0.974
O -4.883 -2.044 1.673
C -5.046 -3.329 2.265
C -4.633 -3.346 3.798
O -5.471 -2.483 4.576
C -4.712 -1.577 5.380
C -5.508 -0.244 5.682
C -2.600 0.450 0.558
C -3.953 1.240 0.249
O -3.884 2.141 -0.610
O -5.028 0.936 0.916
H 0.777 2.701 7.126
H 0.987 3.280 5.369
H 0.579 1.564 5.752
H 3.165 2.735 6.983
H 2.760 1.015 6.660
H 2.301 0.444 4.384
H 1.940 2.066 3.516
H 4.774 1.028 2.989
H 3.392 0.042 2.287
H 3.618 2.319 -0.352
H 4.144 0.656 0.179
H 1.979 0.288 -0.956
H 1.729 0.146 0.842
H -0.210 0.186 -0.661
H -0.749 1.824 -1.196
H -1.750 2.461 0.794
H 0.129 1.987 2.331
H -1.343 3.047 4.228
H -1.940 0.831 4.744
H -3.597 3.092 3.426
H -3.325 -0.376 2.558
H -3.849 -1.591 -0.093
H -3.054 -2.863 0.899
H -6.143 -3.609 2.253
H -4.512 -4.165 1.724
H -4.776 -4.394 4.218
H -3.531 -3.124 3.900
H -4.417 -2.083 6.349
H -3.748 -1.252 4.880
H -6.510 -0.455 6.164
H -4.902 0.466 6.320
H -5.738 0.298 4.723
H -2.356 -0.083 -0.414
C -7.274 0.346 -1.625
C -8.475 0.838 -0.833
N -9.760 0.637 -1.504
C -10.860 1.328 -0.846
C -11.245 0.880 0.566
C -10.047 -0.721 -1.933
C -10.073 -1.816 -0.862
H -7.223 0.828 -2.605
H -6.356 0.588 -1.082
H -7.291 -0.737 -1.767
H -8.333 1.910 -0.668
H -8.457 0.368 0.158
H -11.749 1.276 -1.486
H -10.609 2.394 -0.803
H -11.805 -0.056 0.554
H -11.894 1.629 1.027
H -10.378 0.759 1.217
H -9.311 -1.005 -2.691
H -11.001 -0.735 -2.474
H -9.255 -1.723 -0.147
H -9.977 -2.797 -1.339
H -11.017 -1.824 -0.317
C 9.398 1.867 3.362
C 8.397 2.147 4.476
N 7.918 0.954 5.159
C 6.789 1.219 6.045
C 7.030 2.120 7.258
C 8.943 0.076 5.703
C 9.911 0.666 6.734
H 8.976 1.192 2.614
H 9.661 2.802 2.861
H 10.325 1.433 3.743
H 7.541 2.653 4.019
H 8.843 2.867 5.176
H 6.374 0.267 6.393
H 5.990 1.668 5.446
H 7.563 1.597 8.052
H 6.071 2.436 7.678
H 7.584 3.026 7.004
H 9.534 -0.320 4.871
H 8.467 -0.810 6.135
H 10.257 1.665 6.463
H 10.796 0.027 6.812
H 9.466 0.706 7.727
C 5.784 2.847 -3.444
C 5.366 1.758 -4.424
N 4.073 1.158 -4.127
C 3.804 -0.036 -4.919
C 3.658 0.130 -6.432
C 2.955 2.082 -3.996
C 2.624 2.971 -5.197
H 5.812 2.468 -2.421
H 6.785 3.204 -3.698
H 5.116 3.710 -3.480
H 6.131 0.977 -4.381
H 5.400 2.170 -5.442
H 2.905 -0.527 -4.532
H 4.613 -0.753 -4.736
H 2.692 0.560 -6.700
H 3.712 -0.848 -6.919
H 4.446 0.749 -6.865
H 3.144 2.730 -3.135
H 2.056 1.525 -3.713
H 3.514 3.390 -5.670
H 2.005 3.812 -4.869
H 2.047 2.434 -5.949
C 1.308 -3.051 -5.596
C 0.442 -2.874 -6.836
N 1.086 -3.292 -8.076
C 0.345 -2.892 -9.266
C -1.040 -3.503 -9.487
C 1.606 -4.651 -8.095
C 0.619 -5.795 -7.847
H 2.249 -2.506 -5.691
H 0.781 -2.660 -4.722
H 1.529 -4.101 -5.396
H 0.202 -1.808 -6.911
H -0.512 -3.395 -6.676
H 0.960 -3.086 -10.151
H 0.231 -1.802 -9.239
H -0.975 -4.533 -9.841
H -1.574 -2.939 -10.255
H -1.655 -3.484 -8.586
H 2.405 -4.724 -7.350
H 2.118 -4.828 -9.048
H -0.077 -5.582 -7.035
H 1.170 -6.700 -7.572
H 0.049 -6.037 -8.743
*
```